# CH4Cl2P2

CH4Cl2P2 as an isolated structure (the ωB97M-V functional and the def2-TZVPD basis, OMol25).

**Energy above the lowest of the compared OMol25 structures with the same formula, charge and spin**: 82.9 kcal per mole
**LUMO energy**: 0.468 eV
**HOMO**: -7.71 eV
**HOMO-LUMO gap**: 8.18 eV
**Charge**: 0

Each line ends with the natural charge from an NBO analysis.
Element x y z (Å)
H: 1.563 1.234 -0.554  0.032
C: 0.805 -1.159 -0.698  -0.613
H: 1.393 0.600 1.360  -0.003
P: -1.152 1.159 0.778  0.028
Cl: -0.168 -0.764 -2.146  -0.083
P: 0.735 0.476 0.196  0.676
H: -1.475 -0.162 1.175  0.048
H: -1.591 0.935 -0.452  0.010
Cl: -0.110 -2.318 0.340  -0.094

=====

# CH4Cl2Si

One molecule with the formula CH4Cl2Si (the ωB97M-V functional and the def2-TZVPD basis, OMol25).

**SMILES string**: C[SiH](Cl)Cl
**Energy above the lowest of the compared OMol25 structures with the same formula, charge and spin**: 0.0 kcal per mole
**LUMO energy**: 0.785 eV
**HOMO**: -11.04 eV
**HOMO-LUMO gap**: 11.83 eV
**Charge**: 0

Each line ends with the natural charge from an NBO analysis.
Element x y z (Å)
H: -0.848 0.000 -1.491  0.250
H: -1.537 0.877 -0.138  0.247
Cl: 1.767 1.645 -0.094  -0.365
C: -0.957 0.000 -0.409  -1.104
Cl: 1.767 -1.645 -0.094  -0.365
H: -1.537 -0.877 -0.138  0.247
H: 0.613 0.000 1.909  -0.186
Si: 0.731 0.000 0.457  1.276

=====

# CH4ClFNO5PSYb

CH4ClFNO5PSYb as an isolated structure (the ωB97M-V functional and the def2-TZVPD basis, OMol25).

**LUMO energy**: -10.248 eV
**HOMO**: -18.20 eV
**HOMO-LUMO gap**: 7.95 eV
**Charge**: +2

Each line ends with the Mulliken charge.
Element x y z (Å)
F: -1.632 -1.745 0.781  -0.204
N: -1.105 0.880 -0.385  -0.257
C: 0.048 0.837 0.608  -0.539
H: 0.461 1.956 0.663  0.494
O: 2.709 -0.187 1.394  -0.464
O: -3.437 0.163 0.673  -0.452
Yb: 0.863 -1.106 -2.512  1.333
O: -2.751 -0.974 -1.520  -0.475
H: 2.130 -0.190 -2.066  0.319
P: 1.524 -0.250 0.073  1.060
H: 2.281 -0.578 2.234  0.409
H: -0.380 0.596 1.684  0.482
O: 2.352 0.448 -1.314  -0.428
Cl: -1.989 2.329 0.084  0.125
O: 1.169 -1.753 -0.262  -0.533
S: -2.242 -0.427 -0.135  1.130

=====

# CH4ClN2O

CH4ClN2O as an isolated structure (the ωB97M-V functional and the def2-TZVPD basis, OMol25).

**Energy above the lowest of the compared OMol25 structures with the same formula, charge and spin**: 153.2 kcal per mole
**LUMO energy (alpha / beta)**: -7.765 / -7.433 eV
**HOMO (alpha / beta)**: -15.28 / -15.50 eV
**HOMO-LUMO gap (alpha / beta)**: 7.52 / 8.07 eV
**Charge**: +1

Each line ends with the natural charge from an NBO analysis.
Element x y z (Å)
H: 2.172 -0.223 -0.960  0.257
H: 0.994 1.332 -1.140  0.282
Cl: -1.236 -0.884 2.083  0.750
H: 0.700 -0.129 -1.970  0.281
H: -2.680 0.593 1.114  0.414
O: 0.419 -1.186 0.574  -0.210
N: 0.237 -0.216 -0.191  0.237
C: 1.152 0.255 -1.144  -0.498
N: -1.758 0.458 1.634  -0.513

=====

# CH4ClN2OS

An isolated ion of composition CH4ClN2OS and charge +1 (the ωB97M-V functional and the def2-TZVPD basis, OMol25).

**Energy above the lowest of the compared OMol25 structures with the same formula, charge and spin**: 4.4 kcal per mole
**LUMO energy**: -5.299 eV
**HOMO**: -15.51 eV
**HOMO-LUMO gap**: 10.21 eV
**Charge**: +1

Each line ends with the natural charge from an NBO analysis.
Element x y z (Å)
H: 1.786 0.915 0.736  0.424
C: 0.182 -0.036 -0.170  0.380
N: 0.822 -1.043 -0.688  -0.747
S: -1.709 0.572 -0.681  1.336
H: 0.328 1.696 0.912  0.442
H: 0.282 -1.860 -0.994  0.438
O: -1.973 1.627 0.285  -0.811
H: 1.579 -1.516 -0.161  0.432
N: 0.829 0.889 0.594  -0.724
Cl: -2.127 -1.244 0.167  -0.170

=====

# CH4ClN3

A 2-piece molecular cluster, CH4ClN3 overall (the ωB97M-V functional and the def2-TZVPD basis, OMol25).

**Energy above the lowest of the compared OMol25 structures with the same formula, charge and spin**: 79.3 kcal per mole
**LUMO energy (alpha / beta)**: -0.347 / -0.072 eV
**HOMO (alpha / beta)**: -7.59 / -8.47 eV
**HOMO-LUMO gap (alpha / beta)**: 7.25 / 8.40 eV
**Charge**: 0

Each line ends with the natural charge from an NBO analysis.
Element x y z (Å)
N: -0.506 1.274 -0.281  -0.835
C: -0.709 0.004 -0.222  0.629
H: 1.485 -1.758 0.544  0.326
N: -1.726 -0.718 -0.038  -0.705
H: -1.226 1.932 -0.054  0.417
H: 0.483 1.661 -0.592  0.439
Cl: 2.350 0.248 0.355  0.109
N: 1.484 -1.049 -0.103  -0.766
H: -1.635 -1.594 0.391  0.386

=====

# CH4ClNO

A 2-piece molecular cluster, CH4ClNO overall (the ωB97M-V functional and the def2-TZVPD basis, OMol25).

**SMILES string**: C=O.NCl
**Energy above the lowest of the compared OMol25 structures with the same formula, charge and spin**: 68.7 kcal per mole
**LUMO energy**: 0.426 eV
**HOMO**: -9.66 eV
**HOMO-LUMO gap**: 10.08 eV
**Charge**: 0

Each line ends with the natural charge from an NBO analysis.
Element x y z (Å)
H: -0.928 -0.372 0.212  0.087
H: 1.806 1.484 0.682  0.384
O: -2.791 -0.282 -0.640  -0.480
H: -2.322 -0.647 1.312  0.101
N: 1.291 0.667 0.433  -0.840
H: 0.427 0.742 -0.028  0.367
Cl: 2.279 -0.542 -0.302  0.090
C: -2.023 -0.530 0.242  0.291

=====

# CH4ClNO2S

One molecule with the formula CH4ClNO2S (the ωB97M-V functional and the def2-TZVPD basis, OMol25).

**SMILES string**: CO[S@](=N)(=O)Cl
**Energy above the lowest of the compared OMol25 structures with the same formula, charge and spin**: 20.9 kcal per mole
**LUMO energy**: 0.125 eV
**HOMO**: -10.53 eV
**HOMO-LUMO gap**: 10.65 eV
**Charge**: 0

Each line ends with the natural charge from an NBO analysis.
Element x y z (Å)
H: -1.335 0.870 -2.055  0.360
O: -0.591 -0.504 -0.046  -0.714
O: 1.589 0.535 -0.717  -0.888
C: 0.120 -1.147 1.095  -0.225
H: -0.523 -1.810 1.495  0.201
Cl: -0.407 2.175 0.602  -0.261
S: 0.155 0.684 -0.749  2.157
H: 0.402 -0.246 1.798  0.203
N: -0.373 0.994 -2.146  -1.033
H: 0.963 -1.552 0.724  0.200